(P)
DFT (ωB97M-V with the def2-TZVPD basis set) results for a cluster of 3 separate species, C3H10NO3S in total.

Summary:
**Net charge**: -1
**M**: 140.18 g mol⁻¹
**HOMO**: -0.117 hartree

Last column: Mulliken charge in e.
Positions of all 18 atoms, in Å:
C -0.80 -1.61 0.29  -0.526
C -0.87 -0.07 0.21  -0.701
S 0.12 0.60 -1.18  -0.655
C -1.60 -2.16 1.41  0.567
N -2.96 -2.26 1.22  -0.419
O -1.13 -2.49 2.48  -0.644
H 0.23 -1.84 0.36  0.245
H -1.21 -1.99 -0.66  0.263
H -0.37 0.31 1.10  0.267
H -1.90 0.27 0.12  0.220
H -3.45 -2.35 2.10  0.231
H -3.43 -1.94 0.40  0.222
H 3.83 2.87 -2.16  0.350
H 3.60 2.40 -3.55  0.324
O 4.18 3.00 -3.06  -0.671
H 1.43 1.77 0.65  0.274
H 1.19 3.16 0.19  0.330
O 1.76 2.67 0.79  -0.674

(Q)
DFT (ωB97M-V with the def2-TZVPD basis set) results for a cluster of 3 separate species, C3H10NO3S in total.

Summary:
**Net charge**: -1
**M**: 140.18 g mol⁻¹
**HOMO**: -0.121 hartree

Last column: Mulliken charge in e.
Positions of all 18 atoms, in Å:
O 0.52 2.87 0.18  -0.591
C 1.05 1.88 -0.28  0.028
N 0.55 0.62 -0.26  0.065
C 1.34 -0.53 -0.78  -0.507
C 0.55 -1.30 -1.78  -0.716
S -0.70 -2.42 -0.98  -0.694
H 2.01 1.91 -0.84  0.230
H -0.38 0.52 0.11  0.241
H 1.56 -1.11 0.12  0.220
H 2.27 -0.11 -1.17  0.359
H 1.27 -1.92 -2.34  0.265
H -0.08 -0.68 -2.41  0.264
H -1.74 0.87 2.54  0.332
H -0.22 0.98 2.40  0.320
O -0.93 0.91 3.06  -0.681
H -2.44 -0.86 0.02  0.188
H -2.14 -1.16 1.47  0.358
O -2.51 -0.47 0.92  -0.681

Tell me which of them is the least stable. Sure, it is (Q).

(P)
DFT (ωB97M-V with the def2-TZVPD basis set) results for a structure of composition CH3O3P.

Summary:
**Net charge**: 0
**M**: 94.01 g mol⁻¹
**HOMO**: -0.335 hartree

Last column: Mulliken charge in e.
Positions of all 8 atoms, in Å:
C -1.25 -0.28 0.25  0.048
O -0.03 0.08 0.89  -0.254
O -0.86 -0.80 -0.98  -0.657
O 1.85 0.90 -0.41  -0.380
P 1.15 -0.51 -0.05  0.513
H -1.86 -1.10 0.78  0.203
H -1.73 0.72 -0.02  0.191
H 2.73 0.97 -0.45  0.335

(Q)
DFT (ωB97M-V with the def2-TZVPD basis set) results for a cluster of 2 separate species, CH3O3P in total.

Summary:
**Net charge**: 0
**M**: 94.01 g mol⁻¹
**HOMO (alpha / beta)**: -0.397 / -0.270 hartree

Last column: Mulliken charge in e.
Positions of all 8 atoms, in Å:
C 0.13 -1.17 0.71  -0.388
O -1.68 2.50 -1.10  -0.327
O 1.19 -0.27 0.47  -0.018
O 1.22 0.18 -0.77  -0.278
P -0.41 2.88 -1.68  0.329
H 0.10 -2.10 0.05  0.236
H -0.73 -0.63 0.48  0.235
H 0.18 -1.40 1.84  0.211

Tell me which of them is the least stable. Sure, it is (Q).

(P)
DFT (ωB97M-V with the def2-TZVPD basis set) results for a structure of composition C43H44AsBCdN6P2S3.

Summary:
**Net charge**: -2
**M**: 1001.16 g mol⁻¹
**HOMO**: -0.041 hartree

Last column: Mulliken charge in e.
Positions of all 101 atoms, in Å:
Cd 0.70 0.57 -0.28  3.305
S 1.32 -2.82 -0.28  -0.461
P -0.77 -1.99 -1.98  0.617
C -0.13 -1.64 -0.33  -1.414
P -0.45 -1.70 1.41  1.565
S 0.86 -0.53 2.37  -0.529
C -0.55 -3.37 2.18  0.184
C 0.53 -3.88 2.89  -0.670
C 0.46 -5.14 3.46  -0.617
C -0.69 -5.92 3.32  -0.554
C -1.77 -5.41 2.61  -0.516
C -1.71 -4.14 2.06  -0.257
C -2.12 -1.12 1.95  -0.355
C -3.12 -0.73 1.08  0.268
C -4.39 -0.39 1.54  -0.524
C -4.67 -0.44 2.89  -0.644
C -3.67 -0.82 3.79  -0.712
C -2.41 -1.15 3.32  -0.392
C -1.25 -3.76 -2.18  -0.522
C -1.36 -4.71 -1.17  0.178
C -1.72 -6.02 -1.45  -0.775
C -1.98 -6.41 -2.75  -0.454
C -1.87 -5.48 -3.78  -0.643
C -1.49 -4.18 -3.49  -0.354
C -2.47 -1.25 -2.16  -0.600
C -2.50 0.11 -2.46  0.115
C -3.71 0.79 -2.57  -0.682
C -4.91 0.11 -2.40  -0.526
C -4.89 -1.25 -2.12  -0.863
C -3.68 -1.92 -1.99  0.158
H 1.42 -3.27 2.97  0.341
H 1.31 -5.53 4.00  0.380
H -0.74 -6.90 3.76  0.355
H -2.67 -6.00 2.50  0.446
H -2.56 -3.74 1.52  0.379
H -2.91 -0.68 0.02  0.290
H -5.15 -0.08 0.83  0.433
H -5.66 -0.19 3.26  0.356
H -3.87 -0.84 4.85  0.351
H -1.63 -1.41 4.02  0.359
H -1.13 -4.42 -0.15  0.399
H -1.79 -6.74 -0.64  0.436
H -2.26 -7.44 -2.97  0.356
H -2.06 -5.78 -4.80  0.367
H -1.39 -3.46 -4.30  0.367
H -1.57 0.65 -2.58  0.415
H -3.71 1.86 -2.77  0.429
H -5.85 0.63 -2.49  0.353
H -5.82 -1.79 -1.98  0.362
H -3.67 -2.98 -1.75  0.358
C -2.62 3.73 -0.11  -1.328
C -2.12 2.45 0.17  -0.768
N -0.94 2.27 -0.41  0.351
N -0.65 3.42 -1.06  0.597
C -1.63 4.31 -0.88  -0.397
B 0.73 3.67 -1.72  -0.936
N 1.84 3.54 -0.67  0.778
C 2.62 4.52 -0.17  -0.457
C 3.42 4.00 0.82  -0.984
C 3.04 2.66 0.88  -0.780
N 2.11 2.39 -0.02  -0.050
N 0.94 2.65 -2.88  -0.156
C 1.17 2.92 -4.18  -0.313
C 1.31 1.72 -4.85  -1.447
C 1.14 0.75 -3.85  -0.489
N 0.92 1.32 -2.67  0.636
H -3.52 4.18 0.26  0.435
H -2.55 1.68 0.79  0.314
H -1.55 5.30 -1.30  0.474
H 0.75 4.78 -2.19  -0.224
H 2.51 5.53 -0.54  0.362
H 4.12 4.52 1.45  0.493
H 3.38 1.88 1.55  0.346
H 1.22 3.94 -4.53  0.442
H 1.50 1.57 -5.90  0.452
H 1.15 -0.33 -3.91  0.400
C 4.48 0.84 -1.95  -1.231
As 3.30 -0.58 -1.22  0.941
C 3.79 -1.87 -2.60  -1.302
C 4.52 -1.14 0.20  -1.103
H 5.48 0.46 -2.17  0.474
H 4.55 1.67 -1.25  0.253
H 4.04 1.22 -2.88  0.237
H 4.85 -2.12 -2.52  0.431
H 3.61 -1.42 -3.58  0.324
H 3.18 -2.77 -2.49  0.359
H 5.51 -1.37 -0.21  0.415
H 4.09 -2.02 0.68  0.235
H 4.60 -0.34 0.93  0.288
S 0.04 4.63 2.41  -0.407
C 1.48 4.98 3.32  0.112
C 2.05 6.27 3.39  -0.569
C 3.22 6.53 4.10  -0.351
C 3.89 5.51 4.77  -0.416
C 3.35 4.23 4.72  -0.437
C 2.18 3.97 4.02  -0.638
H 1.55 7.07 2.87  0.340
H 3.62 7.54 4.11  0.294
H 4.80 5.71 5.33  0.356
H 3.85 3.41 5.24  0.321
H 1.78 2.96 3.97  0.468

(Q)
DFT (ωB97M-V with the def2-TZVPD basis set) results for a structure of composition C43H44AsBCdN6P2S3.

Summary:
**Net charge**: -2
**M**: 1001.16 g mol⁻¹
**HOMO**: -0.053 hartree

Last column: Mulliken charge in e.
Positions of all 101 atoms, in Å:
Cd -0.46 0.83 0.28  2.115
S -0.43 -1.26 -2.34  -0.639
P 1.02 -1.68 -1.01  1.708
C 0.89 -0.83 0.45  -0.668
P 1.93 -0.52 1.83  -0.325
S -1.99 -0.09 2.49  -0.446
C 3.66 -0.15 1.22  -0.029
C 3.92 1.19 0.93  -0.393
C 5.14 1.60 0.41  -0.413
C 6.14 0.66 0.18  -0.608
C 5.91 -0.67 0.48  -0.750
C 4.67 -1.07 0.98  0.246
C 2.25 -2.11 2.73  0.287
C 1.31 -3.14 2.67  -0.551
C 1.45 -4.29 3.46  -0.568
C 2.52 -4.43 4.32  -0.570
C 3.46 -3.40 4.41  -0.540
C 3.32 -2.26 3.63  -0.454
C 2.55 -1.51 -2.04  -0.554
C 2.86 -2.47 -3.01  -0.527
C 3.93 -2.29 -3.87  -0.664
C 4.71 -1.14 -3.78  -0.768
C 4.40 -0.18 -2.84  -0.657
C 3.33 -0.37 -1.97  -0.037
C 1.06 -3.49 -0.62  -0.291
C -0.16 -4.15 -0.45  -0.536
C -0.19 -5.46 0.00  -0.582
C 0.99 -6.14 0.29  -0.480
C 2.21 -5.49 0.13  -0.803
C 2.23 -4.17 -0.33  -0.037
H 3.13 1.92 1.09  0.376
H 5.30 2.65 0.18  0.412
H 7.10 0.98 -0.22  0.351
H 6.68 -1.41 0.29  0.357
H 4.50 -2.12 1.19  0.448
H 0.47 -3.03 2.01  0.588
H 0.70 -5.07 3.38  0.412
H 2.63 -5.32 4.93  0.357
H 4.30 -3.49 5.09  0.359
H 4.05 -1.46 3.72  0.374
H 2.23 -3.35 -3.09  0.454
H 4.15 -3.05 -4.61  0.377
H 5.55 -1.00 -4.46  0.359
H 5.00 0.73 -2.76  0.444
H 3.08 0.39 -1.23  0.681
H -1.07 -3.62 -0.68  0.416
H -1.14 -5.96 0.13  0.368
H 0.97 -7.16 0.65  0.367
H 3.13 -5.99 0.37  0.375
H 3.19 -3.66 -0.43  0.347
C -4.52 2.51 -0.66  -1.038
C -3.61 1.47 -0.44  -1.064
N -2.37 1.93 -0.42  0.006
N -2.44 3.26 -0.61  1.143
C -3.72 3.64 -0.76  -0.497
B -1.17 4.15 -0.54  -0.333
N -0.20 3.68 -1.65  0.261
C -0.31 4.01 -2.95  -0.242
C 0.67 3.35 -3.65  -1.140
C 1.33 2.60 -2.66  -0.090
N 0.80 2.80 -1.46  -0.225
N -0.54 4.05 0.86  -0.176
C -0.35 5.05 1.75  -0.131
C 0.13 4.50 2.92  -1.284
C 0.20 3.13 2.66  -0.795
N -0.20 2.87 1.42  0.669
H -5.59 2.46 -0.71  0.459
H -3.79 0.42 -0.26  0.491
H -3.97 4.67 -0.92  0.453
H -1.50 5.30 -0.73  -0.207
H -1.09 4.68 -3.28  0.490
H 0.85 3.36 -4.71  0.434
H 2.15 1.90 -2.78  0.309
H -0.58 6.07 1.48  0.406
H 0.36 5.02 3.84  0.395
H 0.49 2.30 3.29  0.481
C -1.78 0.40 -5.36  -1.163
As -2.57 1.34 -3.83  0.672
C -3.53 2.69 -4.90  -1.340
C -4.12 0.15 -3.62  -1.217
H -2.55 0.11 -6.08  0.367
H -1.26 -0.49 -4.99  0.328
H -1.05 1.05 -5.84  0.301
H -4.07 2.23 -5.73  0.412
H -2.81 3.41 -5.30  0.334
H -4.23 3.22 -4.26  0.331
H -4.49 -0.19 -4.59  0.439
H -4.91 0.68 -3.09  0.324
H -3.82 -0.71 -3.02  0.279
S -3.21 1.47 3.05  -0.171
C -4.50 0.80 4.03  0.633
C -4.62 -0.55 4.34  -0.549
C -5.68 -1.00 5.12  -0.466
C -6.64 -0.12 5.61  -0.491
C -6.53 1.23 5.29  -0.414
C -5.47 1.69 4.52  -0.690
H -3.87 -1.24 3.96  0.321
H -5.76 -2.06 5.36  0.335
H -7.47 -0.48 6.22  0.331
H -7.26 1.94 5.66  0.315
H -5.39 2.74 4.28  0.316

Tell me which of them is the least stable. Sure, it is (Q).

(P)
DFT (ωB97M-V with the def2-TZVPD basis set) results for the ion C6H10NO with charge +1.

Summary:
**Net charge**: +1
**M**: 112.15 g mol⁻¹
**HOMO**: -0.575 hartree

Last column: Mulliken charge in e.
Positions of all 18 atoms, in Å:
C -2.81 -0.16 0.14  -0.315
C -3.27 -1.11 0.92  -0.264
C -1.46 0.33 -0.28  0.977
C 1.52 -0.83 -0.95  -1.340
C 1.73 0.31 1.29  -1.583
C 0.99 0.25 -0.07  0.283
N -0.39 -0.12 0.30  -0.149
O -1.31 1.27 -1.25  -0.428
H -3.83 0.27 -0.37  0.241
H 1.69 -1.60 -0.27  0.390
H 0.82 -1.05 -1.71  0.403
H 2.41 -0.65 -1.46  0.373
H 1.18 0.99 1.88  0.452
H 2.63 0.76 1.26  0.474
H 1.89 -0.66 1.65  0.410
H 0.96 1.32 -0.35  0.376
H -0.63 -0.95 0.91  0.327
H -2.10 1.64 -1.64  0.370

(Q)
DFT (ωB97M-V with the def2-TZVPD basis set) results for the ion C6H10NO with charge +1.

Summary:
**Net charge**: +1
**M**: 112.15 g mol⁻¹
**HOMO (alpha / beta)**: -0.482 / -0.467 hartree

Last column: Mulliken charge in e.
Positions of all 18 atoms, in Å:
C -0.34 -1.47 0.98  0.482
C -0.17 -0.62 1.86  -0.234
C -0.36 -2.25 -0.07  -0.563
C -1.06 0.29 -1.59  -0.982
C 0.99 0.50 -0.35  -0.595
C 0.41 1.47 0.82  -0.188
N 0.19 -0.28 -1.14  -0.189
O 0.25 0.72 2.16  -0.277
H 0.51 -2.81 -0.53  0.268
H -1.37 -2.41 -0.48  0.304
H -1.86 -0.03 -0.83  0.337
H -1.12 1.33 -1.56  0.441
H -1.16 -0.11 -2.62  0.296
H 1.92 -0.13 0.08  0.288
H 1.41 1.03 -1.21  0.465
H 1.19 2.27 1.17  0.344
H -0.53 1.91 0.47  0.272
H 1.08 0.59 2.84  0.532

(R)
DFT (ωB97M-V with the def2-TZVPD basis set) results for a cluster of 2 separate species, C6H10NO in total.

Summary:
**Net charge**: +1
**M**: 112.15 g mol⁻¹
**HOMO**: -0.493 hartree

Last column: Mulliken charge in e.
Positions of all 18 atoms, in Å:
C -1.46 0.03 -2.13  -0.356
C 1.85 0.71 0.23  0.374
C -0.44 1.18 1.62  -0.301
C 0.41 0.18 2.15  -0.344
C 1.12 1.23 1.30  -0.006
C -0.21 -1.78 -1.41  -1.143
N -0.68 -0.41 -1.27  -0.154
O 2.43 0.18 -0.56  -0.061
H -1.77 -0.57 -3.02  0.278
H -1.82 1.07 -2.05  0.239
H -1.16 1.02 0.87  0.167
H -0.77 2.06 2.17  0.260
H 0.77 0.09 3.20  0.303
H 0.42 -0.79 1.64  0.178
H 1.74 2.08 1.74  0.401
H -1.05 -2.46 -1.54  0.417
H 0.35 -2.04 -0.59  0.293
H 0.27 -1.77 -2.35  0.453

Tell me which of them is the least stable. Sure, it is (Q).